Entry 1:
Density functional theory data (ωB97M-V/def2-TZVPD) for a structure of composition C31H36F5N7OPPt in a non-equilibrium geometry.

Properties
LUMO level = 2.34 eV
Energy relative to the best compared isomer or geometry (same formula, charge and spin) = 97.3 kJ/mol

```
! wB97M-V def2-TZVPD RIJCOSX def2/J DEFGRID3
* xyz -1 1
C 1.894 -3.677 2.469
H 0.719 -3.632 -2.028
C 1.418 1.879 1.873
H -2.380 -4.443 1.896
H -3.869 -0.068 -3.985
H 3.383 -2.255 1.798
P 1.069 -3.460 0.735
C 3.299 -3.203 -0.913
C 1.206 -2.691 3.415
C -3.196 -0.292 -3.169
H -4.682 -0.094 -1.653
C 3.687 2.274 2.513
C -0.875 3.638 -1.145
C -2.095 0.132 4.311
H 0.167 -6.437 1.728
C 3.094 0.509 1.006
H 3.752 -3.019 3.352
C -3.640 -0.297 -1.869
H 3.517 -5.907 -1.035
H 1.153 -1.721 2.921
N 0.958 -1.955 0.505
C 4.058 1.221 1.700
C -1.215 -0.073 3.269
H -4.332 -0.486 0.389
H 2.167 -6.349 0.013
C -0.400 4.818 -1.770
H 3.965 -3.007 -0.078
H 2.102 -4.471 -2.733
C 2.226 -4.245 -0.588
N -0.064 5.798 -2.273
H 0.005 -1.053 -2.458
H -4.183 0.192 4.825
H -4.912 -0.263 2.492
H -1.312 -3.224 -0.689
H 3.905 -3.556 -1.754
H -1.340 -3.013 2.004
C 2.349 2.606 2.596
C 1.877 -5.090 3.057
H 2.228 -5.829 2.338
F 1.961 3.613 3.397
C -1.371 -4.279 -0.471
H 0.182 -6.483 -0.042
N -3.334 -0.587 0.450
N -1.458 -0.809 -1.040
H 1.792 -2.594 4.335
H -1.740 0.348 5.309
C 2.895 -5.566 -0.201
C -2.227 3.613 -0.692
F 0.139 2.286 2.002
N -3.317 3.538 -0.328
N -1.593 -0.323 2.019
H 2.545 -5.126 3.925
H 3.542 -5.453 0.667
C 1.734 0.785 1.064
C -0.355 -6.111 0.830
H -1.055 -4.844 -1.347
C -2.883 -0.354 1.745
H -1.453 -0.599 -4.408
C 3.345 -3.195 2.351
C -0.534 -4.594 0.769
C -1.341 -4.105 1.976
H 0.883 -5.375 3.401
C 1.420 -4.453 -1.877
Pt 0.199 -0.147 0.104
H 0.875 -5.398 -1.871
H 2.830 -2.257 -1.183
C -3.860 -0.195 2.743
H 0.199 -2.991 3.696
H -2.422 -4.529 -0.283
F 4.605 2.954 3.216
F 3.550 -0.511 0.257
H -0.945 -4.487 2.915
C -1.853 -0.579 -3.405
H -0.143 -0.044 3.435
C -2.754 -0.546 -0.813
N -0.079 2.601 -1.036
H -1.347 -6.577 0.824
O -0.644 1.578 -0.550
C -1.044 -0.824 -2.328
C -3.457 0.053 4.034
H 3.987 -3.928 1.862
F 5.355 0.885 1.604
*
```

Atom charges from the Löwdin analysis, given in e for atoms 1 to 2: -0.586, 0.061



Entry 2:
Density functional theory data (ωB97M-V/def2-TZVPD) for a cluster of 2 separate species, C3H8N2O in total in a non-equilibrium geometry.

Properties
SMILES = C=CN.NC=O
LUMO level = 0.68 eV
Energy relative to the best compared isomer or geometry (same formula, charge and spin) = 336.2 kJ/mol

```
! wB97M-V def2-TZVPD RIJCOSX def2/J DEFGRID3
* xyz 0 1
N 1.249 -0.257 -0.836
C 1.494 0.316 0.499
O 2.509 0.992 0.684
H 1.689 0.254 -1.592
C -0.615 0.994 0.710
H 0.949 -1.220 -0.956
H 1.245 -0.460 1.264
C -1.152 0.226 -0.332
H -1.788 -1.615 -0.981
N -1.383 -1.115 -0.205
H -1.253 -1.517 0.712
H -0.688 2.067 0.601
H -0.842 0.688 1.724
H -1.415 0.648 -1.291
*
```

Atom charges from the Löwdin analysis, given in e for atoms 1 to 2: 0.009, -0.445



Entry 3:
Density functional theory data (ωB97M-V/def2-TZVPD) for a structure of composition C9H20ClO10SV in a non-equilibrium geometry.

Properties
LUMO level (spin up / spin down) = -6.10 / -5.69 eV
<S²> = 0.81

```
! wB97M-V def2-TZVPD RIJCOSX def2/J DEFGRID3
* xyz 1 2
O -1.495 2.201 -3.793
H 1.314 -3.984 -0.181
H 2.569 -3.803 1.025
Cl -1.218 2.821 0.290
H 0.538 4.203 3.819
C -2.067 0.163 -2.178
H -1.444 0.246 1.521
C -1.087 -0.523 -4.985
S -0.907 1.144 -3.063
C -0.219 3.419 3.878
V 1.041 2.472 -0.473
C -0.006 -1.888 1.242
H -0.656 3.240 2.900
O 0.322 2.201 4.377
C 1.741 -3.290 0.548
O 1.298 1.135 0.308
C 2.560 -0.301 3.610
H 2.506 -1.274 4.092
H -2.286 0.732 -1.275
O 1.626 0.504 4.315
O -0.160 -1.409 0.144
H -2.553 -1.081 2.026
H 2.311 -0.423 2.556
H -1.578 0.202 -5.638
O -0.549 -1.458 2.371
H 0.155 -2.267 -5.182
C -1.631 -0.541 2.246
H 0.568 -0.930 -6.284
C 1.316 1.643 3.714
H 3.591 0.046 3.667
H -0.959 3.758 4.594
H -2.968 -0.011 -2.756
O 1.876 2.103 2.740
O -0.210 0.156 -4.052
H -1.757 -0.091 3.229
O 0.797 -2.901 1.539
H -0.873 -1.945 -6.561
H 2.080 -2.425 -0.022
H -1.899 -1.075 -4.505
O 0.141 1.465 -2.114
H -1.580 -0.765 -1.881
C -0.247 -1.470 -5.807
*
```

Atom charges from the Löwdin analysis, given in e for atoms 1 to 2: -0.206, 0.100



Entry 4:
Density functional theory data (ωB97M-V/def2-TZVPD) for a cluster of 7 separate species, C13H41B2FN14O11S in total in a non-equilibrium geometry.

Properties
SMILES = CB(O)[C@@H]1OS(=O)(=O)[C@H](N)[C@H](B(N)O)[C@@H]1[C@@H](C)F.NC(N)=O.NC(N)=O.NC(N)=O.NC(N)=O.NC(N)=O.NC(N)=O
LUMO level = 0.19 eV

```
! wB97M-V def2-TZVPD RIJCOSX def2/J DEFGRID3
* xyz 0 1
C -6.398 -2.925 -6.588
H 9.526 6.989 0.282
N -5.347 2.160 -5.279
N 7.002 7.050 0.106
H -0.636 -0.736 -2.299
H 4.468 5.089 3.030
N 5.523 -2.940 5.227
H 1.224 4.790 1.679
H -8.458 -3.303 -6.630
H -7.513 -1.167 -6.381
O 2.220 -3.512 2.362
S -4.095 -0.592 -1.371
H 0.684 -4.768 0.869
C -0.960 -1.422 0.789
N 2.110 4.915 2.134
H 7.421 7.884 -0.257
C 2.352 -4.683 2.023
C -1.894 0.764 -0.344
H -3.816 -1.051 4.737
H -2.625 1.573 -0.084
C -3.062 -1.057 3.921
O -4.869 -2.248 2.513
H -4.465 -0.087 -4.537
H -1.085 3.443 -0.229
H -0.524 -1.059 2.964
B -3.796 -1.312 2.528
O -5.281 -3.413 -6.647
H 5.236 4.314 1.685
N 1.465 -5.307 1.198
N 4.395 4.643 2.136
N -3.967 0.325 -5.310
N 9.061 6.174 0.633
H -2.445 -0.141 3.965
O -3.664 2.015 -6.795
H -0.318 2.752 1.101
H 4.644 -3.054 4.754
H 0.824 -0.821 1.835
N -7.531 -3.680 -6.676
H 0.318 -2.515 2.280
H 5.535 -2.517 6.135
H -7.414 -4.669 -6.792
H -3.188 -0.170 -5.706
O -4.323 -1.635 -2.410
H -4.019 0.372 1.123
N 7.810 -3.193 5.255
C -4.283 1.531 -5.858
C 3.217 4.451 1.481
H 7.870 -2.776 6.163
C -2.408 0.130 -1.689
O 0.646 0.955 -1.089
H -0.251 -1.301 -0.055
H 1.391 1.567 -1.087
N -0.284 2.903 0.092
H 2.138 5.365 3.029
H 8.652 -3.501 4.805
B -0.471 1.522 -0.484
C -0.040 -1.485 2.063
H 3.522 -6.407 2.179
O 7.168 5.005 1.062
H 6.002 6.960 0.087
O 6.598 -3.886 3.469
H -1.772 -1.844 -1.720
F -1.581 -2.657 0.603
N 3.393 -5.450 2.442
H 9.611 5.425 1.011
H -2.513 0.882 -2.501
O 3.152 3.905 0.390
H -5.791 -1.002 -6.363
H 4.067 -5.015 3.048
H -5.612 3.051 -5.655
C 7.709 6.011 0.628
O -4.038 -1.396 0.059
C -1.946 -0.220 0.898
H 1.552 -6.262 0.907
H -5.666 -1.825 2.185
O -5.182 0.410 -1.468
H -5.867 1.781 -4.509
C -3.452 -0.600 1.121
N -6.606 -1.588 -6.431
N -1.616 -0.972 -2.211
H -1.639 0.397 1.772
H -2.434 -1.961 4.117
C 6.641 -3.374 4.578
*
```

Atom charges from the Löwdin analysis, given in e for atoms 1 to 2: -0.689, 0.093



Entry 5:
Density functional theory data (ωB97M-V/def2-TZVPD) for a cluster of 4 separate species, C20H37N2O12P in total in a non-equilibrium geometry.

Properties
SMILES = CCCCN(CCCN)C(=O)O[PH2]=O.C[C@@H]1COC(=O)O1.C[C@@H]1COC(=O)O1.C[C@@H]1COC(=O)O1
LUMO level = 0.24 eV

```
! wB97M-V def2-TZVPD RIJCOSX def2/J DEFGRID3
* xyz 0 1
C -1.317 -1.812 -1.288
H -2.945 5.356 4.822
O -3.943 5.360 0.879
H -4.732 5.759 2.741
H 4.879 2.333 -0.967
C -3.761 5.765 2.242
C 2.574 -5.559 -0.669
C -1.213 -0.442 -0.583
H 2.836 -8.176 -1.897
O 2.908 -5.806 -2.916
H -2.558 -0.006 2.500
C -2.817 4.710 2.767
H 2.098 1.263 -0.580
H -5.036 1.134 3.035
C 3.765 3.749 -3.250
H -4.799 -1.014 2.670
O 3.180 0.422 1.320
H -0.962 -1.691 -2.310
C -3.736 4.023 0.822
H -2.616 1.104 1.081
O 5.988 3.856 -2.738
H 4.556 -7.978 -2.165
O 6.740 3.941 -4.865
H 4.664 5.211 -1.942
C -0.214 -0.331 1.611
H -2.185 -4.245 -0.184
H -2.358 -2.115 -1.327
C -2.955 4.430 4.246
C -0.528 -2.927 -0.584
H 5.104 3.807 -0.052
H 3.064 -5.245 0.250
N -5.361 0.898 2.112
O 2.057 -4.425 -1.377
N -1.370 -0.616 0.872
H 4.505 -5.645 -1.630
H -2.134 3.804 4.593
O 1.637 -4.055 -3.560
H -3.567 -1.660 0.755
H -1.779 4.954 2.524
C -1.382 -3.759 0.363
C 3.537 -6.152 -1.670
C 4.525 3.358 -0.859
H -5.864 -0.954 1.258
H -0.766 -4.549 0.788
H 1.744 -6.226 -0.423
H 3.928 -7.931 -0.515
O 0.078 -0.961 2.524
H -1.977 0.206 -0.996
H -0.260 0.001 -0.862
C -2.557 0.072 1.420
H -3.879 3.888 4.452
H 0.339 -2.562 -0.047
H 3.477 3.346 -0.557
H -4.005 -0.276 -0.171
C 3.722 -7.646 -1.547
H -3.341 6.767 2.290
H 2.845 4.329 -3.239
O -3.992 3.334 -0.112
O -3.198 3.567 1.982
H 3.518 2.684 -3.250
C -3.812 -0.605 0.843
O 4.529 4.042 -4.423
H 1.805 -0.922 -0.032
C -5.022 -0.479 1.753
C 2.152 -4.698 -2.705
H -0.186 -3.580 -1.370
H -1.752 -3.181 1.195
C 4.713 4.137 -2.141
C 5.845 3.946 -4.088
P 1.987 0.368 0.500
H -5.018 1.558 1.428
O 0.594 0.751 1.252
*
```

Atom charges from the Löwdin analysis, given in e for atoms 1 to 2: -0.156, 0.092



Entry 6:
Density functional theory data (ωB97M-V/def2-TZVPD) for an isolated molecule of C27H28N4O2 in a non-equilibrium geometry.

Properties
SMILES = CN(Cc1c(C(=O)N(C)Cc2ccccc2)nc2ccccn12)C[C@@H]1Cc2ccccc2O1
LUMO level = 0.44 eV
Energy relative to the best compared isomer or geometry (same formula, charge and spin) = 25.3 kJ/mol

```
! wB97M-V def2-TZVPD RIJCOSX def2/J DEFGRID3
* xyz 0 1
C 0.253 0.855 -1.793
C 3.249 -1.660 1.036
H 1.504 1.478 -0.217
H -5.681 3.664 4.244
H 1.471 -1.331 -1.912
H -1.526 0.709 2.710
H -3.185 0.054 2.645
C -1.835 -0.025 -4.508
C 3.805 -3.916 2.249
H 3.906 0.934 -0.010
H 4.183 -1.546 0.482
N -2.394 0.733 0.843
C -2.357 3.346 2.335
H 1.886 0.906 -3.984
C -3.063 2.200 2.681
H -1.365 -0.198 -6.573
N 0.022 0.623 -3.115
H 4.719 -3.561 2.702
O 1.245 -2.614 0.116
H 4.694 0.105 -1.377
H -2.875 -0.292 -4.592
C -3.649 0.683 0.138
H -2.288 5.482 2.396
H -3.472 0.574 -0.928
C 1.869 -3.548 0.868
C -1.321 0.275 -3.236
C -4.748 3.577 3.707
C -2.524 0.850 2.286
H 1.366 -0.628 0.572
N 2.646 0.345 -1.630
C -1.157 0.753 0.310
C -0.998 0.029 -5.585
C 0.855 0.662 -4.183
H 3.189 -1.644 -1.663
C 1.582 1.295 -1.296
C -2.844 4.596 2.669
C 2.016 -1.398 0.144
H 3.276 -0.986 1.894
H -4.421 5.691 3.620
N -1.914 0.292 -2.061
C 2.198 -5.671 1.873
H -1.422 3.248 1.804
H -4.231 -0.171 0.495
H 4.143 1.775 -1.553
C 1.428 -4.843 1.069
H 1.874 -6.687 2.045
C 2.344 -1.038 -1.321
H 0.515 -5.189 0.611
C 3.369 -5.219 2.457
C -4.263 2.326 3.367
C 0.363 0.373 -5.417
H 1.017 0.401 -6.273
C -4.041 4.714 3.357
C -0.965 0.643 -1.154
H -4.820 1.441 3.640
O -0.165 0.857 1.033
C 3.047 -3.086 1.455
H 1.850 2.243 -1.784
H 3.950 -5.884 3.079
C 3.911 0.809 -1.101
H -4.218 1.596 0.334
*
```

Atom charges from the Löwdin analysis, given in e for atoms 1 to 2: -0.129, -0.053



Question: What is the formula in the fourth record?
Answer: C13H41B2FN14O11S